# 1
Density functional theory data (ωB97M-V/def2-TZVPD) for a cluster of 2 separate species, C2H3N in total in a non-equilibrium geometry.

The multiplicity is 1. For the total energy, the calculation gives -3610.1879 eV. The value obtained for the energy above the lowest of the compared OMol25 structures with the same formula, charge and spin is 50.0 kcal per mole. For the HOMO energy, the calculation gives -11.0 eV. The orbital gap is 11.263 eV.

Geometry as XYZ:
```
6
Properties=species:S:1:pos:R:3:nbo_charge:R:1
C -0.23827 -1.64360 0.75934 0.23
C 0.16805 -0.41149 0.18642 -0.67
N -0.72072 -2.57206 1.14658 -0.31
H 1.11592 0.01603 0.56833 0.26
H -1.02008 0.38496 0.83691 0.22
H -0.09039 -0.25809 -0.96255 0.28
```

# 2
Density functional theory data (ωB97M-V/def2-TZVPD) for a structure of composition C38H34IrN3O3P2Te in a non-equilibrium geometry.

The multiplicity is 2. For the total energy, the calculation gives -79276.6694 eV. The value obtained for the energy above the lowest of the compared OMol25 structures with the same formula, charge and spin is 23.2 kcal per mole. For the HOMO energy (spin up / spin down), the calculation gives -10.4 / -10.7 eV. Its net charge is +1. The orbital gap (spin up / spin down) is 6.630 / 5.803 eV. As for the expectation value of S²: 0.775.

Geometry as XYZ:
```
82
Properties=species:S:1:pos:R:3:mulliken_charge:R:1
Ir 0.17342 -0.78111 -0.71498 2.94
N -5.18768 -0.45820 8.05289 -0.48
C -4.58446 -0.52925 7.07803 -0.20
C -3.82818 -0.61773 5.85167 0.48
C -2.91622 0.38161 5.52541 -0.97
C -2.18808 0.28877 4.35289 -0.32
C -2.37335 -0.78675 3.48434 0.48
C -3.29595 -1.77667 3.81770 -0.35
C -4.01346 -1.70121 4.99782 -0.92
C -1.61075 -0.86408 2.21285 0.94
C -2.34769 -1.00636 1.02084 -0.24
C -3.75532 -0.97964 0.84329 -0.31
C -3.99156 -1.14606 -0.50228 -1.29
C -2.72410 -1.27960 -1.11539 -1.53
N -1.74884 -1.19614 -0.19595 0.65
C -0.22913 -0.77654 2.27123 0.01
C 0.57994 -0.71430 3.44563 -0.72
C 1.87899 -0.56497 3.05052 -1.61
C 1.87301 -0.55476 1.63608 -0.54
N 0.64489 -0.70445 1.17392 0.04
H -2.78674 1.22596 6.18874 0.49
H -1.49567 1.07617 4.08459 0.64
H -3.43259 -2.62560 3.16070 0.56
H -4.71222 -2.48136 5.26676 0.49
H -4.48821 -0.83044 1.61879 0.66
H -4.94367 -1.19272 -1.00658 0.52
H -2.50172 -1.61670 -2.11798 0.91
H 0.22478 -0.80798 4.45790 0.66
H 2.74771 -0.47973 3.68315 0.48
H 2.70571 -0.44781 0.95925 0.80
C 1.66682 1.79704 -5.65658 -0.62
C 1.79772 0.42233 -5.79948 -0.60
C 1.97970 -0.38095 -4.68247 -0.46
C 2.02983 0.19428 -3.41564 0.40
C 1.89129 1.57599 -3.27568 -0.26
C 1.71840 2.37531 -4.39530 -0.65
P 2.21516 -0.78994 -1.90985 0.36
C 3.98594 -0.90109 -1.55616 0.66
C 4.40405 -1.78736 -0.56107 -0.26
C 5.75464 -1.94786 -0.30050 -0.83
C 6.69172 -1.22163 -1.02649 -0.59
C 6.27745 -0.33398 -2.00753 -0.71
C 4.92386 -0.16823 -2.27425 -0.58
C 1.66581 -2.48268 -2.25457 -0.10
C 2.21621 -3.54806 -2.95316 -0.16
C 1.50683 -4.74155 -2.96939 -0.76
C 0.28965 -4.85592 -2.29265 -0.71
C -0.23660 -3.79576 -1.56875 -0.43
C 0.45711 -2.58658 -1.54430 -0.64
H 1.52148 2.41901 -6.53054 0.41
H 1.75710 -0.02834 -6.78267 0.43
H 2.07391 -1.45305 -4.79899 0.34
H 1.90672 2.01902 -2.28619 0.38
H 1.61914 3.44760 -4.28371 0.44
H 3.67225 -2.36564 -0.00667 0.54
H 6.07902 -2.64068 0.46535 0.43
H 7.74751 -1.35216 -0.82715 0.40
H 7.00763 0.23233 -2.57063 0.44
H 4.60402 0.52333 -3.04340 0.41
H 3.17518 -3.45990 -3.45195 0.56
H 1.90434 -5.59574 -3.50268 0.44
H -0.24209 -5.79899 -2.31612 0.41
H -1.16623 -3.91981 -1.02640 0.56
C -0.43128 5.03907 0.83150 -0.94
C -0.00093 4.46418 -0.49872 -0.10
O -1.07046 3.67190 -1.10853 -0.25
P -1.30301 2.16285 -0.72411 -0.39
O -0.01073 1.43686 -0.50748 -0.89
Te -2.59779 1.36841 -2.59333 0.13
O -2.13312 2.12854 0.61863 0.43
C -3.43553 2.77529 0.71599 -0.38
C -3.81574 2.84411 2.17334 -1.09
H 0.39509 5.60733 1.26014 0.43
H -0.69644 4.24523 1.53123 0.08
H -1.28514 5.70603 0.71120 0.31
H 0.88281 3.83568 -0.39735 0.14
H 0.20273 5.24571 -1.22521 0.36
H -4.15132 2.19051 0.13863 0.34
H -3.36822 3.77354 0.28121 0.44
H -3.94917 1.84731 2.59209 0.09
H -4.75251 3.39305 2.27478 0.47
H -3.04764 3.36175 2.74974 0.29
```

# 3
Density functional theory data (ωB97M-V/def2-TZVPD) for the ion C4H11N2O with charge +2 in a non-equilibrium geometry.

The multiplicity is 2. For the total energy, the calculation gives -9332.5970 eV. The value obtained for the energy above the lowest of the compared OMol25 structures with the same formula, charge and spin is 53.8 kcal per mole. For the HOMO energy (spin up / spin down), the calculation gives -21.4 / -21.2 eV. Its net charge is +2. The orbital gap (spin up / spin down) is 12.501 / 7.893 eV. As for the expectation value of S²: 0.788.

Geometry as XYZ:
```
18
Properties=species:S:1:pos:R:3:nbo_charge:R:1
O -2.09297 -0.55136 0.27350 -0.31
C -0.96403 -0.17430 0.72845 0.56
N -0.71329 -0.36263 2.08662 -0.17
C 0.51740 -0.08345 2.75482 -0.45
C 0.15262 0.18412 -0.19221 -0.35
N -0.40851 0.28902 -1.60435 -0.51
C 0.55053 0.08294 -2.77024 -0.46
H -1.46719 -0.87521 2.67478 0.50
H 0.31190 -0.13665 3.79875 0.29
H 1.37598 -0.58162 2.37639 0.30
H 0.63666 0.87589 2.44932 0.27
H 0.59201 1.19626 -0.12658 0.29
H 0.89253 -0.73735 -0.05039 0.30
H -0.82280 1.33682 -1.76587 0.48
H -1.19610 -0.31991 -1.62121 0.46
H 0.13552 -0.20432 -3.81378 0.32
H 1.20970 -0.86020 -2.47851 0.24
H 1.29001 0.92195 -2.71950 0.26
```